# 1
ORCA calculation (ωB97M-V/def2-TZVPD) on an isolated molecule of C5H12N2.

The geometry in XYZ format:
```
19
Properties=species:S:1:pos:R:3:forces:R:3
C 0.600573 0.372509 0.447583 0.22 0.90 -0.35
C 1.696422 -0.579343 -0.123967 0.15 -0.08 2.50
C 1.371093 -1.039359 -1.487113 -1.69 -0.43 -2.39
C 1.205200 -0.331672 -2.635849 2.27 -0.09 1.22
N -0.597100 -0.352880 0.744546 -1.41 -1.08 1.34
C -1.575382 0.212023 1.694238 -0.06 0.91 -2.38
N -2.226045 1.421434 1.133014 -0.01 0.97 -0.46
H 0.452728 1.252807 -0.202643 0.02 -0.29 -0.33
H 0.910981 0.845838 1.385084 0.34 -0.40 0.11
H 2.687691 -0.254398 0.185185 0.38 0.96 -1.13
H 1.667188 -1.343664 0.667750 -0.44 -0.77 -0.85
H 0.961633 -2.029024 -1.708751 -0.48 -0.06 1.39
H 0.552237 -0.647575 -3.432891 0.36 -0.48 -0.23
H 2.008025 0.374343 -2.859300 -1.02 1.08 0.06
H -1.143329 -0.711736 -0.023858 0.53 0.06 -0.51
H -1.064823 0.453139 2.625686 -0.25 -0.10 0.08
H -2.459568 -0.429204 1.773150 0.79 -0.62 0.69
H -3.019536 1.218364 0.532105 -0.29 -0.60 0.57
H -1.650718 1.872268 0.423085 0.58 0.13 0.65
```
Positions in Å, forces in eV/Å.

E_LUMO in eV: 1.093
Net charge: 0
Energy relative to the best compared isomer or geometry (same formula, charge and spin) in eV: 2.824
SMILES: C=CCCNCN
2S+1: 1
HOMO in Eh: -0.3095
Frontier orbital gap in eV: 9.5


# 2
ORCA calculation (ωB97M-V/def2-TZVPD) on an isolated molecule of C3H3BrCl2.

The geometry in XYZ format:
```
9
Properties=species:S:1:pos:R:3:forces:R:3
C 0.536156 0.507519 -0.606945 0.18 1.56 1.10
C 0.303440 -0.109145 0.723390 2.22 -1.45 3.53
C -0.767566 -0.023060 -0.268869 -1.89 -1.26 0.55
Cl 1.205831 -1.735051 0.853273 -0.71 1.20 0.34
Cl -1.223762 -1.549616 -1.037811 -0.49 0.65 -0.09
Br -2.200282 1.107955 0.310374 -0.02 0.00 -0.41
H 0.718639 1.553598 -0.576035 0.04 0.72 -0.53
H 1.080364 -0.125314 -1.223827 1.09 -0.57 -1.28
H 0.347179 0.373111 1.826447 -0.41 -0.86 -3.21
```
Positions in Å, forces in eV/Å.

E_LUMO in eV: 0.557
Net charge: 0
Energy relative to the best compared isomer or geometry (same formula, charge and spin) in eV: 0.608
SMILES: Cl[C@H]1C[C@]1(Cl)Br
2S+1: 1
HOMO in Eh: -0.3802
Frontier orbital gap in eV: 10.9


# 3
ORCA calculation (ωB97M-V/def2-TZVPD) on a cluster of 6 separate species, C53H64O17S in total.

The geometry in XYZ format:
```
135
Properties=species:S:1:pos:R:3:forces:R:3
C 7.518491 -1.421504 0.342964 -0.09 -0.06 -0.08
O 6.341669 -0.638254 0.413076 0.01 -0.01 0.11
C 6.003693 -0.020332 -0.812768 0.03 0.02 -0.01
C 5.024951 -0.858337 -1.646696 0.14 -0.03 -0.15
C 3.999758 -0.000273 -2.403422 0.00 0.14 0.04
C 2.610459 0.036181 -1.749323 0.09 0.07 0.02
C 1.928290 1.393631 -1.862832 0.00 0.04 0.02
C 0.524973 1.421735 -1.265292 0.00 0.05 -0.11
C -0.166257 2.756266 -1.561455 0.10 -0.05 0.05
C -1.468546 3.126704 -0.790813 -0.13 -0.07 -0.06
C -2.652514 3.150969 -1.775914 0.00 -0.09 0.00
C -2.889072 1.837224 -2.551100 0.03 0.06 -0.16
C -4.352959 1.391029 -2.577750 -0.03 0.13 0.12
C -4.807372 0.621052 -1.336606 0.09 -0.11 0.01
O -5.298427 -0.662309 -1.764628 -0.23 0.00 0.06
C -6.024963 -1.363202 -0.832769 0.23 0.09 0.00
C -5.211965 -1.982141 0.272714 -0.06 0.05 0.03
O -7.204959 -1.500150 -0.964316 -0.04 -0.09 -0.06
C -1.749679 2.149434 0.366034 0.05 0.09 0.10
C -2.953438 2.507349 1.243483 -0.10 -0.12 0.07
S -3.033661 4.213199 1.720558 0.23 -0.04 -0.04
O -4.392743 4.587217 1.918526 -0.10 0.08 0.12
O -2.044761 4.439926 2.731405 -0.02 0.00 0.00
O -2.581578 4.940651 0.393548 -0.06 0.02 -0.03
C -1.293242 4.522295 -0.156267 0.11 -0.04 0.02
C -0.817583 5.654663 -1.065323 -0.01 0.05 -0.05
C 0.588208 6.144204 -0.715619 0.07 0.07 0.03
C 0.671848 6.776822 0.676612 0.04 0.06 -0.05
C 2.039242 6.641973 1.330284 0.08 0.07 0.12
O 2.427727 5.280898 1.441288 -0.18 -0.09 -0.12
C 3.514976 4.890053 0.633752 0.10 0.00 0.05
H 8.409880 -0.795654 0.470880 0.01 -0.02 -0.04
H 7.585548 -1.946609 -0.613459 0.04 0.05 0.02
H 7.474963 -2.164762 1.136601 0.02 0.09 0.04
H 5.565334 0.952686 -0.570847 -0.08 -0.07 0.07
H 6.916237 0.169296 -1.390796 -0.04 0.12 -0.01
H 5.589228 -1.464486 -2.358385 0.01 -0.08 0.09
H 4.529881 -1.547820 -0.959189 -0.08 0.01 -0.06
H 3.917005 -0.332278 -3.439654 -0.06 0.00 0.01
H 4.373101 1.029776 -2.455478 0.06 -0.05 -0.04
H 1.969149 -0.728883 -2.197109 0.02 -0.06 0.09
H 2.714211 -0.211783 -0.687732 -0.07 -0.02 -0.01
H 2.541641 2.131637 -1.331124 0.00 0.04 -0.10
H 1.896560 1.717376 -2.909817 -0.02 -0.06 -0.01
H -0.053110 0.590081 -1.681701 -0.04 -0.01 0.10
H 0.612374 1.257822 -0.189816 -0.02 -0.07 -0.01
H 0.584230 3.535675 -1.410445 -0.05 -0.01 0.07
H -0.389377 2.775332 -2.631875 0.05 0.08 0.00
H -2.463008 3.947666 -2.499854 -0.09 0.04 0.04
H -3.567622 3.440153 -1.255115 0.02 -0.02 0.03
H -2.571746 1.974755 -3.586844 0.07 -0.01 0.03
H -2.260995 1.032234 -2.157617 -0.08 -0.03 0.00
H -4.985901 2.273646 -2.698453 0.00 -0.04 -0.09
H -4.544349 0.755512 -3.441881 0.04 -0.07 0.04
H -5.608336 1.141095 -0.803968 0.00 0.01 -0.02
H -3.972641 0.468767 -0.642750 -0.01 0.03 -0.03
H -4.527449 -1.258159 0.715374 -0.02 0.00 -0.02
H -4.607869 -2.789130 -0.144590 -0.01 0.02 -0.04
H -5.873103 -2.381837 1.036022 0.01 0.00 -0.01
H -1.914951 1.141236 -0.019781 0.04 0.00 0.01
H -0.874655 2.087206 1.014903 0.03 0.08 -0.03
H -3.916131 2.278800 0.786878 0.06 0.06 -0.08
H -2.891662 1.976534 2.194994 -0.09 -0.06 -0.05
H -0.605200 4.433373 0.690752 0.04 -0.04 -0.05
H -1.514128 6.487950 -0.953288 -0.06 -0.05 -0.04
H -0.857394 5.343445 -2.111009 0.01 0.03 0.00
H 0.906668 6.873765 -1.464921 0.02 -0.03 -0.02
H 1.292916 5.312839 -0.779634 -0.05 -0.02 0.04
H -0.072243 6.340971 1.348619 0.04 -0.03 0.00
H 0.438811 7.843829 0.606842 -0.08 -0.02 0.06
H 1.994897 7.052634 2.342129 0.02 0.03 -0.01
H 2.799654 7.212044 0.783487 -0.03 -0.05 -0.06
H 4.471461 5.086001 1.131250 -0.01 0.03 -0.02
H 3.430632 3.816708 0.458443 0.01 0.01 0.03
H 3.516974 5.401986 -0.334074 -0.02 -0.01 0.00
C 10.631984 -5.662752 -3.244917 0.00 0.01 -0.01
C 9.959739 -4.541005 -3.485610 0.03 0.00 0.00
C 9.116895 -3.907794 -2.439561 -0.02 -0.05 0.02
O 8.507358 -2.883325 -2.663620 0.00 0.00 -0.04
C 9.042964 -4.578943 -1.115482 -0.03 0.00 -0.01
C 9.715727 -5.701259 -0.877597 0.00 0.00 0.00
C 10.565900 -6.330824 -1.919535 -0.01 0.01 0.01
O 11.179926 -7.351783 -1.699567 0.01 0.00 0.00
H 11.254358 -6.143845 -3.988655 0.00 -0.01 0.01
H 9.990901 -4.033460 -4.441333 -0.01 0.01 0.00
H 8.407833 -4.114928 -0.370653 0.00 -0.01 0.00
H 9.677054 -6.212937 0.075609 0.00 -0.01 0.00
C 7.962662 -4.967509 5.440098 0.01 -0.06 -0.02
C 7.893797 -4.998482 4.113677 -0.03 -0.04 0.00
C 6.891904 -4.190443 3.381628 -0.03 0.07 0.01
O 6.828243 -4.199785 2.169124 0.07 -0.11 -0.03
C 5.965825 -3.348564 4.180740 0.00 0.01 0.02
C 6.035255 -3.318980 5.508193 0.00 0.00 -0.01
C 7.041703 -4.125852 6.241611 0.03 0.05 -0.01
O 7.112535 -4.090807 7.452491 -0.01 -0.01 0.00
H 8.695491 -5.532526 6.001221 -0.01 0.00 0.01
H 8.565183 -5.592573 3.507125 -0.01 -0.01 -0.01
H 5.250617 -2.763835 3.615924 0.01 0.00 -0.02
H 5.377137 -2.710816 6.115724 0.01 0.00 0.01
C 11.262918 0.309671 7.071026 0.00 -0.01 -0.01
C 10.801160 -0.531596 6.150598 0.01 0.01 0.01
C 9.926333 -1.669994 6.523947 -0.02 -0.01 0.03
O 9.507151 -2.439648 5.682748 -0.01 0.04 -0.03
C 9.579382 -1.839070 7.956720 0.00 0.00 0.02
C 10.042464 -0.996443 8.876193 0.00 0.00 -0.01
C 10.920327 0.143552 8.508063 -0.01 -0.01 -0.01
O 11.341875 0.911237 9.344566 0.00 0.00 0.00
H 11.902920 1.148686 6.829480 0.00 0.00 0.01
H 11.033659 -0.434093 5.097770 -0.01 -0.01 0.00
H 8.933346 -2.674925 8.196682 0.01 0.01 -0.01
H 9.806634 -1.093602 9.928266 0.01 0.01 0.00
C -10.442271 -1.554992 -0.947527 0.02 0.00 0.03
C -10.366418 -1.013309 -2.159927 0.01 0.02 0.00
C -11.570834 -0.466740 -2.830478 0.00 -0.01 -0.04
O -11.513694 0.009451 -3.946869 -0.01 -0.02 -0.01
C -12.859258 -0.538299 -2.099387 0.04 0.05 0.03
C -12.939841 -1.086030 -0.891557 0.04 0.01 0.05
C -11.733322 -1.631441 -0.217080 0.00 -0.01 -0.02
O -11.801447 -2.121770 0.889932 0.00 0.01 0.00
H -9.571763 -1.952357 -0.442155 -0.01 0.00 0.00
H -9.433367 -0.946519 -2.704988 0.01 0.01 0.01
H -13.720562 -0.128999 -2.610841 0.00 0.00 0.00
H -13.871673 -1.165248 -0.347827 -0.01 -0.03 -0.01
C -15.400978 -2.321350 -5.873018 0.01 0.00 0.00
C -14.983482 -2.225189 -4.613912 0.01 0.00 -0.01
C -15.935745 -2.329613 -3.478866 -0.03 -0.03 -0.01
O -15.562627 -2.236964 -2.328483 -0.04 0.00 -0.03
C -17.368231 -2.551237 -3.802947 -0.01 0.00 -0.01
C -17.784925 -2.649051 -5.061854 0.00 0.00 0.01
C -16.833635 -2.541905 -6.197981 0.00 0.00 0.01
O -17.212504 -2.631997 -7.344914 0.00 0.00 0.00
H -14.727956 -2.245147 -6.717446 -0.01 0.00 -0.01
H -13.942909 -2.064821 -4.360727 -0.01 0.00 0.02
H -18.039132 -2.625663 -2.956570 0.01 0.00 0.01
H -18.822694 -2.809905 -5.324650 0.00 0.00 -0.01
```
Positions in Å, forces in eV/Å.

E_LUMO in eV: -1.661
Net charge: 0
SMILES: COCCCCCCC[C@@]1(CCCCOC(C)=O)CCS(=O)(=O)O[C@@H]1CCCCOC.O=C1C=CC(=O)C=C1.O=C1C=CC(=O)C=C1.O=C1C=CC(=O)C=C1.O=C1C=CC(=O)C=C1.O=C1C=CC(=O)C=C1
2S+1: 1
HOMO in Eh: -0.3496
Frontier orbital gap in eV: 7.9


# 4
ORCA calculation (ωB97M-V/def2-TZVPD) on the ion C5H14N2O with charge +1.

The geometry in XYZ format:
```
22
Properties=species:S:1:pos:R:3:forces:R:3
C 0.273671 -1.587087 0.878267 -1.46 -2.43 -0.71
N -0.355352 -0.454382 0.178395 3.31 1.31 1.83
C 0.470117 0.698851 -0.125865 -2.30 -1.30 -0.74
C 0.735107 0.311164 -1.702073 3.28 -0.45 1.38
O 1.491667 1.309408 -2.295090 -0.15 -0.51 0.17
C -0.295648 2.013705 -0.261651 -0.99 2.58 -1.29
N -1.036041 2.384428 0.888834 -0.60 0.03 -0.99
C -0.758497 -2.838336 0.965716 2.34 0.83 2.75
H 0.567503 -1.459927 1.936419 0.15 0.94 -0.62
H 1.139511 -1.916743 0.270340 -0.21 0.50 0.42
H -1.243121 -0.124538 0.426932 -2.06 -0.33 0.31
H 1.314635 0.844448 0.587378 0.05 -0.71 -1.10
H -0.084541 0.398932 -2.324949 -2.61 -1.00 -0.19
H 1.172677 -0.741487 -1.473817 -0.23 1.76 -1.65
H 2.394132 1.069556 -2.200155 1.69 0.13 0.07
H -0.958950 2.245339 -1.159287 0.91 -1.22 0.78
H 0.499678 2.786425 -0.424735 -0.14 -0.68 0.10
H -2.055403 2.331791 0.944312 0.88 -0.18 0.10
H -0.460845 2.184247 1.649792 -0.06 0.08 2.23
H -0.965591 -2.978530 2.068471 -0.89 0.76 -1.24
H -0.285685 -3.809773 0.865015 0.38 0.09 -1.12
H -1.559024 -2.667492 0.307751 -1.27 -0.19 -0.49
```
Positions in Å, forces in eV/Å.

E_LUMO (alpha / beta) in eV: -2.646 / -7.718
Net charge: +1
Energy relative to the best compared isomer or geometry (same formula, charge and spin) in eV: 3.170
2S+1: 2
HOMO (alpha / beta) in Eh: -0.4983 / -0.4817
Frontier orbital gap (alpha / beta) in eV: 10.9 / 5.4


Number 1: strongest force on any atom 2.96 eV Å⁻¹, E -307.125552 hartree. Number 2: strongest force on any atom 4.41 eV Å⁻¹, E -3610.449621 hartree. Number 3: strongest force on any atom 0.24 eV Å⁻¹, E -3735.013015 hartree. Number 4: strongest force on any atom 4.00 eV Å⁻¹, E -383.259134 hartree.